Record 1
Entry from OMol25: a structure of composition C28H32N5PdSb (ωB97M-V with the def2-TZVPD basis set).

Last column: Mulliken charge in e.
Atoms and positions in Å:
Pd -0.66810 -2.58228 -1.18420  0.802
C -4.90793 -1.54325 -1.84959  -0.969
C -3.52712 -1.42980 -1.68096  -0.285
N -2.74429 -2.46232 -1.40734  -0.129
C -3.34659 -3.66095 -1.16779  0.134
C -4.71485 -3.87727 -1.35174  1.017
C -5.50067 -2.77456 -1.72926  -0.516
C -5.25452 -5.18881 -1.12984  -1.025
C -4.46544 -6.19780 -0.70469  -0.994
C -3.07222 -5.97752 -0.43849  1.180
C -2.20951 -6.97986 0.04180  -0.611
C -0.89260 -6.67683 0.27398  -0.979
C -0.43764 -5.37578 0.04779  -0.017
N -1.23161 -4.40568 -0.38238  -0.124
C -2.52887 -4.70995 -0.65822  0.015
H -5.48417 -0.66144 -2.08912  0.406
H -3.05986 -0.45956 -1.75798  0.895
H -6.56380 -2.89936 -1.89207  0.487
H -6.30950 -5.34971 -1.30844  0.436
H -4.87235 -7.18708 -0.54179  0.436
H -2.58894 -7.97853 0.21823  0.487
H -0.19680 -7.42253 0.63056  0.451
H 0.59797 -5.12821 0.22678  0.426
N 2.15738 -2.34893 -2.63138  -0.127
C 2.29999 -2.66907 -1.30300  0.810
C 3.57666 -2.96148 -0.80459  -0.635
C 3.72637 -3.23496 0.53060  -0.446
C 2.60691 -3.19476 1.37029  -0.564
C 1.38737 -2.93712 0.81114  -0.679
N 1.22475 -2.71412 -0.51816  -0.047
C 1.20354 -1.56448 -3.26577  0.825
C 1.56774 -1.05099 -4.51571  -0.656
C 0.68383 -0.27484 -5.21974  -0.490
C -0.56383 -0.01067 -4.65727  -0.853
C -0.85157 -0.55245 -3.43578  0.023
N 0.00028 -1.32658 -2.72292  -0.178
H 3.00032 -2.46535 -3.17263  0.229
H 4.42630 -2.95641 -1.47417  0.390
H 4.70531 -3.46631 0.92866  0.459
H 2.68693 -3.38102 2.43093  0.466
H 0.48153 -2.92586 1.40171  0.527
H 2.54803 -1.27424 -4.91531  0.353
H 0.95538 0.12136 -6.18883  0.463
H -1.30318 0.58755 -5.16850  0.434
H -1.81573 -0.38748 -2.99791  0.176
C 0.97937 5.01420 7.36779  -1.145
C 0.16483 6.27965 7.12485  -0.616
Sb -0.45788 6.47472 5.08927  1.032
C 0.88672 5.84048 3.55025  -0.637
C 0.94594 4.34768 3.17832  -1.141
C -1.90475 7.90879 4.60326  -0.386
C -0.84321 9.02721 4.76892  -1.268
H 1.32538 5.05593 8.40231  0.357
H 1.86567 4.95556 6.73627  0.388
H 0.38393 4.10933 7.26025  0.372
H 0.74745 7.19839 7.27309  0.458
H -0.75329 6.35448 7.71027  0.447
H 1.84293 6.17643 3.96468  0.439
H 0.62783 6.46890 2.69657  0.480
H 1.09116 3.68394 4.02764  0.373
H 1.83976 4.26921 2.55614  0.358
H 0.11023 4.01164 2.56002  0.379
H -2.71340 7.94981 5.32794  0.416
H -2.25974 7.77647 3.58478  0.401
H -0.54842 9.21059 5.80560  0.457
H -1.30756 9.96134 4.42221  0.366
H 0.04081 8.93035 4.11764  0.473

Output
- HOMO level: -17.1 eV
- Max |F|: 0.0089 hartree/bohr
- Total energy: -1726.6936 Eh
- Charge: +4
- Energy above the lowest of the compared OMol25 structures with the same formula, charge and spin: 0.0 kJ/mol


Record 2
Entry from OMol25: a structure of composition C5H14N2O (ωB97M-V with the def2-TZVPD basis set).

Last column: Mulliken charge in e.
Atoms and positions in Å:
N -1.63512 0.17375 -1.81433  -0.773
C -1.63069 0.75882 -0.39567  0.295
C -2.03533 -0.40085 0.62932  -0.866
O -3.31604 -1.04976 0.41196  -0.529
C -0.20262 1.21923 0.03860  -1.214
N 0.81874 -0.25731 0.07745  -0.453
C 2.21597 0.20937 0.26257  -0.170
C 3.20753 -1.02745 0.22779  -1.340
H -0.65067 -0.28615 -1.87275  0.347
H -2.28394 -0.63785 -1.97476  0.290
H -2.46818 1.45039 -0.26003  0.441
H -1.31093 -1.21140 0.50295  0.453
H -2.10722 0.15108 1.57334  0.313
H -4.01241 -0.29227 0.48340  0.343
H -0.26473 1.83645 0.91391  0.445
H 0.09448 0.30453 0.76715  0.219
H 0.24633 1.67118 -0.76200  0.605
H 2.51425 0.89824 -0.53424  0.280
H 2.37922 0.66771 1.26180  0.238
H 3.01592 -1.79928 0.97566  0.324
H 3.22440 -1.65303 -0.71555  0.314
H 4.20107 -0.72538 0.20340  0.439

Output
- HOMO level: -9.0 eV
- Max |F|: 0.0868 hartree/bohr
- Total energy: -383.4639 Eh
- Charge: 0
- Energy above the lowest of the compared OMol25 structures with the same formula, charge and spin: 621.8 kJ/mol


Record 3
Entry from OMol25: a cluster of 4 separate species, C36H68N7O8S in total (ωB97M-V with the def2-TZVPD basis set).

Last column: Mulliken charge in e.
Atoms and positions in Å:
O 4.07376 0.21581 0.60689  -0.526
C 3.19070 -0.46647 0.21061  -0.186
O 3.38451 -1.66147 -0.38464  -0.480
C 1.75232 -0.04854 0.31340  -0.200
C 1.34557 0.92613 -0.81603  -0.822
C 0.04374 0.54980 -1.55379  -0.769
N -1.11177 1.41091 -1.14477  0.033
C -1.19016 1.42028 0.36296  -0.268
C -2.60453 1.71536 0.82296  -1.678
N -3.53359 0.64211 0.51375  0.384
C -3.64003 -0.33683 1.55223  0.243
C -4.75819 -1.15596 1.65574  -0.243
C -4.79829 -2.12533 2.64522  -0.558
N -3.85160 -2.34924 3.55960  -0.627
C -2.80819 -1.53072 3.45905  -0.604
C -2.64510 -0.54629 2.50310  -0.272
C -3.20593 -0.00671 -0.78741  0.184
C -4.47183 -0.53548 -1.41423  -0.084
C -4.53222 -1.78014 -2.03838  -0.300
C -5.75240 -2.19821 -2.55784  -0.714
N -6.88709 -1.50607 -2.50562  -0.590
C -6.82416 -0.30819 -1.92137  -0.660
C -5.65366 0.19433 -1.36759  -0.194
C -2.46118 0.97725 -1.72485  -1.107
S -2.34708 0.36522 -3.40383  -0.138
H 4.09244 -2.11568 0.09722  0.374
H 1.10235 -0.91920 0.34958  0.411
H 1.66090 0.45124 1.27373  0.361
H 1.31280 1.95225 -0.46255  0.495
H 2.13223 0.91670 -1.56469  0.510
H -0.22570 -0.46529 -1.28407  0.403
H 0.22761 0.64175 -2.61244  0.647
H -0.95516 2.37590 -1.43045  0.516
H -0.91858 0.42118 0.68055  0.347
H -0.51909 2.17135 0.76024  0.631
H -2.94760 2.62193 0.31646  0.392
H -2.59655 1.96646 1.87493  0.711
H -5.58712 -1.04785 0.97829  0.428
H -5.66900 -2.76449 2.69450  0.403
H -2.00662 -1.65059 4.17240  0.554
H -1.73876 0.03457 2.51552  0.329
H -2.53417 -0.84811 -0.56740  0.569
H -3.66258 -2.41616 -2.10184  0.505
H -5.79870 -3.17044 -3.03001  0.438
H -7.72877 0.27617 -1.85518  0.450
H -5.66871 1.16172 -0.88849  0.436
H -3.07540 1.87128 -1.81281  0.852
H -2.05178 -0.93058 -3.22840  0.166
C -5.29192 7.91819 -3.68871  -0.726
O -6.43708 7.17513 -4.05961  -0.345
C -6.52816 6.90874 -5.45580  -0.815
C -6.40994 5.42415 -5.71835  -0.195
N -5.05715 4.95189 -5.44053  -0.279
C -4.91470 3.50101 -5.45710  -0.931
C -5.64673 2.70358 -4.38373  -0.506
O -5.15439 2.92755 -3.06551  -0.105
C -5.74230 4.02580 -2.38048  -0.859
H -5.37920 8.14460 -2.62734  0.240
H -4.36801 7.35115 -3.85330  0.299
H -5.23575 8.86008 -4.24088  0.355
H -5.77318 7.46704 -6.01507  0.403
H -7.51231 7.24651 -5.79068  0.409
H -6.64992 5.22269 -6.76543  0.396
H -7.15922 4.91912 -5.09337  0.175
H -4.77578 5.29566 -4.53164  0.079
H -3.84652 3.28304 -5.35940  0.362
H -5.22232 3.12947 -6.43852  0.448
H -5.46949 1.64420 -4.59208  0.304
H -6.73127 2.84547 -4.42266  0.446
H -6.77783 4.18675 -2.68359  0.379
H -5.17298 4.94642 -2.52990  0.226
H -5.72556 3.79746 -1.31227  0.369
C 8.35917 -2.64740 0.65396  -0.788
O 7.25522 -2.58538 -0.23219  -0.356
C 7.01980 -1.28916 -0.77750  -0.346
C 7.26602 -1.28064 -2.27022  -0.281
N 8.68470 -1.42170 -2.56697  -0.332
C 8.98792 -1.63327 -3.98017  -0.695
C 8.50996 -2.93092 -4.62304  -0.462
O 9.14566 -4.08974 -4.12216  -0.420
C 8.54487 -4.67595 -2.98302  -0.537
H 8.38235 -3.64968 1.07778  0.258
H 9.30507 -2.46473 0.13482  0.337
H 8.25149 -1.92549 1.46868  0.347
H 7.62662 -0.53021 -0.27722  0.514
H 5.97182 -1.05138 -0.58981  -0.055
H 6.90901 -0.33324 -2.68537  0.375
H 6.66924 -2.09348 -2.70922  0.191
H 9.05149 -2.20303 -2.03909  0.098
H 10.07478 -1.59697 -4.08296  0.368
H 8.58933 -0.78936 -4.55194  0.393
H 8.77411 -2.88061 -5.68273  0.359
H 7.41918 -3.04121 -4.58153  0.329
H 7.46182 -4.52660 -2.97204  0.276
H 8.97497 -4.28816 -2.05499  0.168
H 8.74789 -5.74632 -3.01780  0.299
C 3.26115 -1.34682 9.29546  -0.719
O 3.15393 -2.63290 8.71416  -0.354
C 1.93251 -3.30188 9.00608  -0.781
C 1.11860 -3.49102 7.74526  -0.214
N 0.61277 -2.21305 7.25508  -0.255
C 0.00571 -2.27808 5.93296  -0.855
C 0.90431 -2.61508 4.74518  -0.529
O 1.86686 -1.62041 4.44175  -0.393
C 3.09966 -1.73065 5.13931  -0.633
H 4.26402 -0.97783 9.08851  0.243
H 2.53420 -0.64606 8.86974  0.304
H 3.12361 -1.39092 10.37935  0.351
H 1.35825 -2.76488 9.76545  0.408
H 2.18615 -4.28580 9.40997  0.396
H 0.27301 -4.15069 7.95778  0.374
H 1.76387 -3.98933 7.00881  0.190
H 1.37762 -1.55089 7.22771  0.123
H -0.43895 -1.29663 5.73896  0.422
H -0.81869 -2.99826 5.96155  0.407
H 0.25916 -2.67812 3.86182  0.437
H 1.37890 -3.59697 4.84800  0.349
H 3.34709 -2.77050 5.36275  0.328
H 3.08939 -1.15246 6.06614  0.205
H 3.87882 -1.31604 4.49933  0.275

Output
- HOMO level: -10.0 eV
- Max |F|: 0.0258 hartree/bohr
- Total energy: -2795.5202 Eh
- Charge: +1


Record 4
Entry from OMol25: a structure of composition C2H11F4HfO4 (ωB97M-V with the def2-TZVPD basis set).

Last column: Mulliken charge in e.
Atoms and positions in Å:
Hf -1.70894 1.36411 -0.80702  1.924
F -4.98020 1.71660 -0.39876  -0.668
F -0.68296 3.65612 1.31557  -0.673
F -2.60030 4.10668 -2.74357  -0.615
F -1.39224 0.30695 -4.05826  -0.670
C 3.80130 -1.53708 0.96773  -0.855
C 2.36527 -1.90064 1.09659  -0.254
O 1.51920 -1.17815 0.27928  -0.556
H 4.21413 -1.79652 1.94259  0.293
H 3.75115 -0.45268 0.86947  0.243
H 4.32096 -2.10811 0.19833  0.260
H 2.14219 -1.81324 2.15993  0.239
H 2.37458 -2.96774 0.87456  0.218
O 1.59113 2.87370 -1.99799  -0.544
H 2.46850 2.49138 -2.01536  0.286
H 1.71836 3.77937 -2.28047  0.291
O -3.32089 -1.85453 -1.28354  -0.531
H -3.39602 -2.60218 -0.69057  0.281
H -3.99455 -2.00545 -1.94659  0.294
O -2.58650 0.06362 2.48747  -0.547
H -2.14525 -0.39897 3.19990  0.279
H -3.45892 0.25670 2.83074  0.306

Output
- HOMO level: -5.7 eV
- Max |F|: 0.0660 hartree/bohr
- Total energy: -830.6879 Eh
- Charge: -1
- Energy above the lowest of the compared OMol25 structures with the same formula, charge and spin: 2268.2 kJ/mol


- charge of number 2 (C5H14N2O)?
  0


- Which of these has the lowest max |F|?
  C28H32N5PdSb


What did the fourth record say?
Entry from OMol25: a structure of composition C2H11F4HfO4 (ωB97M-V with the def2-TZVPD basis set).

Last column: Mulliken charge in e.
Atoms and positions in Å:
Hf -1.70894 1.36411 -0.80702  1.924
F -4.98020 1.71660 -0.39876  -0.668
F -0.68296 3.65612 1.31557  -0.673
F -2.60030 4.10668 -2.74357  -0.615
F -1.39224 0.30695 -4.05826  -0.670
C 3.80130 -1.53708 0.96773  -0.855
C 2.36527 -1.90064 1.09659  -0.254
O 1.51920 -1.17815 0.27928  -0.556
H 4.21413 -1.79652 1.94259  0.293
H 3.75115 -0.45268 0.86947  0.243
H 4.32096 -2.10811 0.19833  0.260
H 2.14219 -1.81324 2.15993  0.239
H 2.37458 -2.96774 0.87456  0.218
O 1.59113 2.87370 -1.99799  -0.544
H 2.46850 2.49138 -2.01536  0.286
H 1.71836 3.77937 -2.28047  0.291
O -3.32089 -1.85453 -1.28354  -0.531
H -3.39602 -2.60218 -0.69057  0.281
H -3.99455 -2.00545 -1.94659  0.294
O -2.58650 0.06362 2.48747  -0.547
H -2.14525 -0.39897 3.19990  0.279
H -3.45892 0.25670 2.83074  0.306

Output
- HOMO level: -5.7 eV
- Max |F|: 0.0660 hartree/bohr
- Total energy: -830.6879 Eh
- Charge: -1
- Energy above the lowest of the compared OMol25 structures with the same formula, charge and spin: 2268.2 kJ/mol


- Which formula does entry 4 have?
  C2H11F4HfO4